# 1
50
Properties=species:S:1:pos:R:3:nbo_charge:R:1 method="wB97M-V/def2-TZVPD" homo_lumo_gap_ha="0.2519 / 0.2519" charge=+2 lumo_energy_ev="-8.08 / -8.08"
Ti -0.13834 -1.23680 0.42744 1.36
Cl -0.80100 4.51171 3.42000 0.15
Cl -1.75327 -1.65319 2.64011 0.14
Cl -3.92728 0.15665 4.23909 0.13
Cl -3.44740 3.27789 4.47797 0.16
Cl 1.15636 2.85475 1.77923 0.10
P 2.27713 -1.12093 0.44910 0.92
N -1.43052 -1.58946 -1.15991 -0.48
C -0.37951 2.35093 -2.15551 -0.23
C -1.51108 0.11164 2.86111 0.06
C -0.21962 2.04460 2.41995 -0.03
C 2.93517 0.45861 -0.20901 -0.73
C -0.33692 0.63900 2.23717 -0.36
C 0.88514 2.77939 -2.44745 -0.15
C -1.14275 2.85273 3.13178 -0.08
C 0.44903 0.63787 -0.68108 -0.42
C -0.81226 -1.40728 -2.42544 -0.42
C -0.60461 1.31253 -1.29345 0.02
C -2.20642 -2.87528 -1.13549 -0.42
C -2.32364 2.27698 3.66102 -0.03
C 2.51754 -2.10879 -1.07872 -0.91
C -2.31043 -0.46913 -0.62292 -0.26
C 1.74890 1.11426 -0.91544 -0.04
C 1.98550 2.18637 -1.81013 -0.19
C -2.00127 0.97056 -1.06170 -0.47
C -2.51120 0.86964 3.54504 -0.13
C 3.67823 -1.70809 1.45474 -0.90
H -0.68006 -0.41941 -2.78321 0.25
H 2.03302 -1.64243 -1.94059 0.25
H 2.09185 -3.10162 -0.91223 0.26
H -3.17870 -2.80525 -0.62625 0.24
H 3.28575 1.10169 0.62747 0.27
H 0.16415 -1.83290 -2.38895 0.22
H 3.59506 -2.16397 -1.26672 0.27
H 3.77477 0.26040 -0.91242 0.27
H 3.04796 2.48887 -1.91465 0.24
H -2.33589 -0.63515 0.49102 0.21
H -1.60819 -3.61541 -0.56671 0.24
H 3.74653 -1.10897 2.37435 0.27
H -2.42805 -3.21742 -2.15362 0.25
H 3.45449 -2.75651 1.69240 0.26
H -1.20304 2.79427 -2.69866 0.23
H -2.47926 1.58546 -0.30008 0.26
H 4.58829 -1.62161 0.84199 0.27
H -2.57212 1.24091 -1.94356 0.25
H -1.36089 -1.89791 -3.19504 0.23
H 1.12748 3.54886 -3.17433 0.25
H -0.22136 -2.87850 0.34429 -0.31
H -3.33797 -0.71646 -0.94337 0.28
H 0.72068 0.15592 1.60141 0.25

---

# 2
55
Properties=species:S:1:pos:R:3:nbo_charge:R:1 method="wB97M-V/def2-TZVPD" homo_lumo_gap_ha="0.2294 / 0.1310" multiplicity=4 charge=+3 de_lowest_kcal_mol=8.9 lumo_energy_ev="-9.95 / -12.63"
Mn 3.16716 -0.05053 0.96801 0.90
Cl 5.06875 -0.01097 0.32178 -0.21
S 2.40583 0.30333 -1.19919 0.09
S 1.13275 0.84549 1.64418 -0.02
O 2.49953 -1.88231 1.33044 -0.42
O 2.87293 -2.94993 3.19489 -0.26
N -0.94152 1.73187 0.28800 -0.27
N 0.03377 0.86049 -2.17947 -0.33
N 2.95130 -1.96717 2.53259 0.64
N 3.50711 -0.79246 2.84803 -0.47
N 4.52256 0.69975 4.23074 -0.38
N 4.22894 -1.44290 5.00218 -0.72
N 4.37455 1.67025 3.23352 -0.65
C -1.41103 1.13920 -2.03401 -0.24
C -3.79440 -0.95097 2.31046 -0.18
C 0.22005 1.14982 0.24628 0.13
C -0.69982 -0.63192 -5.37018 -0.19
C -0.01748 -0.67129 -4.14591 0.17
C -2.69495 -0.12024 2.17262 -0.25
C -0.81428 -3.06988 -5.29326 0.08
C -1.07773 -1.80807 -5.95703 -0.08
C -1.62283 2.14697 -0.94530 -0.25
C -2.86167 1.18327 1.71213 -0.01
C -1.66174 2.08095 1.54786 -0.26
C 0.52892 0.59775 -3.54418 -0.29
C 4.07834 -0.53954 4.05634 0.66
C -5.23400 0.81582 1.54048 -0.18
C 0.24532 -1.94163 -3.48647 -0.11
C -0.12976 -3.11465 -4.06300 -0.22
C -4.13384 1.64973 1.39994 -0.24
C 0.80609 0.77976 -1.10523 0.11
C -5.06372 -0.48358 1.99051 -0.17
H -1.77978 1.54881 -2.97231 0.25
H 4.66461 -1.21890 5.88503 0.44
H -1.70768 -0.47787 2.45065 0.21
H -2.68581 2.22760 -0.73190 0.28
H -0.88684 0.31095 -5.86861 0.25
H -0.96966 1.99345 2.37674 0.25
H 0.08060 -4.06269 -3.58639 0.28
H -6.22484 1.18934 1.31804 0.24
H -4.28075 2.67990 1.08724 0.22
H -1.96624 3.12409 1.45950 0.25
H -1.56694 -1.80492 -6.92380 0.27
H -1.24843 3.13223 -1.23160 0.24
H 5.29308 1.95461 2.90869 0.40
H 0.76559 -1.94804 -2.53453 0.25
H 1.61755 0.53004 -3.51503 0.29
H 3.90593 -2.38781 4.86052 0.46
H 3.90315 2.47306 3.63489 0.39
H 5.03719 0.92275 5.07239 0.42
H -1.94550 0.20950 -1.82521 0.24
H 0.26820 1.45272 -4.16643 0.26
H -3.66747 -1.95668 2.68984 0.23
H -1.16714 -3.98977 -5.74687 0.26
H -5.92396 -1.12879 2.11145 0.24

---

# 3
48
Properties=species:S:1:pos:R:3:nbo_charge:R:1 method="wB97M-V/def2-TZVPD" homo_lumo_gap_ha=0.2702 de_lowest_kcal_mol=318.5 lumo_energy_ev=-0.95
Cl -3.82461 2.68270 -1.98865 -0.06
S 1.50914 2.91152 -0.51402 0.40
O 1.49539 1.19504 2.13336 -0.59
O -3.71992 -1.12774 0.33789 -0.54
N -0.77307 1.10899 2.07003 -0.64
N 0.72919 -1.37009 -1.64096 -0.37
C 4.50950 -0.35321 -0.12860 -0.39
C -3.13375 -0.57138 1.35745 -0.05
C 0.65688 3.09114 1.20889 -0.58
C -2.69012 0.14584 -1.98828 -0.24
C -1.70449 -1.15778 1.40535 -0.37
C -2.51229 1.43254 -1.82244 0.04
C -1.01074 -0.14208 2.54507 -0.25
C -1.49524 -0.65399 -2.16387 -0.13
C 2.18067 0.47368 -1.02646 0.05
C 1.81731 -0.86521 -1.19300 0.22
C -0.14360 1.14614 -1.25728 0.00
C 1.18319 1.49161 -0.86549 -0.37
C 3.58080 0.99296 -0.51572 -0.39
C -4.05877 -2.58356 0.69811 -0.26
C 4.27194 -1.35785 -1.22380 -0.32
C -0.35590 -0.37886 -1.61869 0.07
C 0.54108 1.77248 1.70919 0.63
C -1.35507 2.00327 -1.20032 -0.26
C 2.97977 -1.73777 -1.36140 -0.46
H -3.56585 -0.71591 2.33043 0.15
H -3.34076 0.57180 1.00916 0.18
H -0.11996 -0.41471 2.97079 0.23
H 1.12915 3.88236 1.73814 0.27
H -1.43649 0.00563 3.58669 0.20
H 5.48405 -0.09889 -0.12050 0.20
H 4.03704 1.55297 -1.22652 0.21
H -4.41646 -2.74459 1.59383 0.17
H -1.16214 3.00063 -0.93954 0.24
H 2.78617 -2.46735 -0.41625 0.20
H -0.42911 3.77605 1.10576 0.21
H -4.71394 -3.03013 -0.11787 0.20
H -3.56176 -0.21210 -2.39841 0.24
H -1.75190 -2.12793 2.00491 0.21
H -1.58077 1.87584 1.62187 0.38
H -1.34501 -1.04866 0.61001 0.17
H 4.15101 -0.85439 0.74328 0.20
H 4.57363 -0.81932 -2.46087 0.11
H 3.45688 1.46845 0.30972 0.22
H -3.05617 -3.31871 0.59324 0.17
H 2.76649 -2.52764 -1.92349 0.25
H 5.12148 -1.92332 -1.18054 0.23
H -1.70288 -1.97846 -2.39017 0.22

---

# 4
64
Properties=species:S:1:pos:R:3:nbo_charge:R:1 method="wB97M-V/def2-TZVPD" homo_lumo_gap_ha=0.1616 lumo_energy_ev=-1.65
I -4.10837 -1.56919 -1.09732 0.21
S 4.96395 0.57767 -3.65656 2.26
S -2.32838 3.49888 -2.17427 -0.53
P -0.96090 3.14772 -0.84112 0.76
F 4.53862 1.94777 -2.73360 -0.46
F 4.40368 1.45231 -5.00523 -0.45
F 2.73568 -0.48165 -4.65989 -0.31
F 3.15964 -1.05020 -1.00851 -0.33
F 2.35569 0.98526 -2.95780 -0.31
F 5.42267 -0.70820 -4.61094 -0.42
F 5.58218 -0.08236 -2.25532 -0.44
F 4.00803 -2.43776 -2.76818 -0.32
F 6.45869 1.28791 -3.92024 -0.41
F 0.18289 1.28708 0.58297 -0.34
F -6.41658 3.08282 -0.42367 -0.34
O -1.08279 -4.90107 -0.43398 -1.36
O -6.39136 2.93006 1.90043 -0.50
O -1.37862 1.01525 3.68926 -0.52
O -3.50514 -0.84312 1.98626 -0.69
O -3.63723 3.44670 0.94207 -0.54
N -4.89030 1.48124 0.68929 -0.71
N -1.59077 0.37526 -0.95098 -0.67
C 0.28512 -2.00301 -0.32814 -0.42
C -2.43867 -0.26593 1.20797 0.03
C -3.58512 2.17618 0.96025 0.70
C 2.96768 -0.53736 3.46257 -0.23
C -5.93890 2.52720 0.81608 0.98
C -1.30216 -2.23931 -0.38171 -0.50
C 3.12134 -1.36860 -2.42248 0.64
C 0.32134 -0.90652 3.69540 -0.27
C -0.00096 0.63899 3.60809 0.27
C 1.10102 -2.87859 -1.44214 -0.42
C -1.15855 1.44626 0.02830 0.28
C 2.67404 0.98932 3.41165 -0.20
C 1.75499 -1.49951 3.63291 -0.20
C 1.62014 -1.96772 -2.66058 -0.45
C -2.16866 -0.86384 -0.28377 0.06
C -1.75302 1.98875 2.69379 -0.06
C 3.23744 -0.07823 -3.36725 0.48
C -2.21142 1.35940 1.27858 -0.21
C 1.21986 1.58885 3.48770 -0.29
H 3.53960 1.72260 3.29038 0.23
H -0.57098 -1.62696 3.81701 0.24
H -3.57249 -0.37772 2.85714 0.50
H -0.89641 0.21811 -1.71203 0.47
H 0.90919 -1.09142 -2.86135 0.19
H -0.78829 -5.76765 -0.69795 0.42
H -1.59715 -2.93908 0.48563 0.34
H 0.33575 3.06765 -1.49421 0.03
H -4.89503 1.20218 -0.30742 0.42
H 0.38603 -3.67472 -1.89061 0.30
H -0.82451 4.20918 0.13099 0.05
H 0.72698 -2.33196 0.68555 0.25
H 1.66934 -2.61335 -3.61956 0.25
H 1.01489 2.72442 3.44361 0.23
H -1.55430 -2.77541 -1.35886 0.29
H 0.60688 -0.90680 -0.52805 0.16
H -0.97910 2.80243 2.48565 0.22
H 4.02095 -0.98986 3.38478 0.25
H -2.68165 2.53871 3.11603 0.24
H 1.83796 -2.64988 3.69398 0.25
H 1.97959 -3.41564 -0.94268 0.23
H -2.43078 0.76506 -1.42688 0.48
H -1.50324 -0.63857 1.75895 0.24

---

# 5
50
Properties=species:S:1:pos:R:3:nbo_charge:R:1 method="wB97M-V/def2-TZVPD" homo_lumo_gap_ha="0.1776 / 0.2197" multiplicity=3 charge=+2 de_lowest_kcal_mol=0.0 lumo_energy_ev="-10.03 / -9.31"
W -0.09832 0.01441 0.22420 1.16
P -1.39246 -1.49663 -0.87176 1.06
F 2.29541 2.90031 4.22306 -0.25
F 2.05381 1.98739 1.69941 -0.31
F -1.13423 -0.01038 5.68392 -0.26
F 0.79955 1.86793 6.24327 -0.24
F -1.53376 -0.84361 3.12630 -0.32
N 1.22718 2.87510 -2.86078 -0.29
C 2.67603 -0.02670 -1.59234 0.04
C 3.49231 -2.22399 -2.31390 -0.11
C -0.00801 -2.71509 -1.00005 -0.74
C 1.29454 -2.04575 -1.36925 0.01
C 1.28458 1.40108 2.67013 0.37
C 1.51666 -0.68086 -1.05582 -0.42
C 0.63935 1.39426 4.99293 0.37
C 3.68934 -0.87459 -2.08755 -0.15
C 0.24733 2.45446 -1.73002 -0.39
C 0.31727 0.43322 2.31425 -0.58
C 0.90443 1.96935 -3.98413 -0.44
C -2.67692 -2.28966 0.07939 -0.96
C 2.27679 -2.81353 -1.99609 -0.20
C 3.06811 1.42682 -1.42706 -0.49
C -1.90097 -1.17115 -2.59441 -0.94
C 2.56050 2.70125 -2.22675 -0.23
C 1.43041 1.89806 3.96570 0.28
C -0.47552 -0.01892 3.38831 0.43
C -0.32360 0.43617 4.70104 0.26
H -2.46444 -0.22826 -2.62129 0.27
H 1.40770 0.99946 -3.87201 0.19
H -1.64297 0.85872 0.46218 0.07
H 0.29193 1.33543 -1.47653 0.10
H 1.13746 2.40742 -4.95868 0.25
H 2.51568 3.46774 -1.43351 0.22
H 4.13792 1.42904 -1.71076 0.26
H -3.18639 -3.03790 -0.53803 0.29
H 3.32464 3.01022 -2.95472 0.24
H -1.02805 -1.05790 -3.25515 0.28
H 2.06506 -3.85420 -2.21636 0.24
H 4.28131 -2.82747 -2.75142 0.25
H -0.33128 -3.43331 -1.77583 0.28
H -2.53779 -1.97727 -2.98505 0.29
H 4.66206 -0.43343 -2.30170 0.23
H 0.06021 -3.28133 -0.05295 0.27
H -1.71716 0.25527 0.93382 0.11
H -2.24022 -2.75668 0.97140 0.29
H -0.17911 1.78651 -3.96834 0.20
H 0.48943 3.04130 -0.84423 0.23
H -3.37980 -1.50849 0.39262 0.27
H -0.72844 2.78830 -2.06990 0.25
H 3.03793 1.67740 -0.34888 0.25

---

Asked for calculated total energy across the records above, the calculation gives -4283.62154; -3678.06797; -1855.67357; -3756.89379; -1699.43082 Ha in order.